Entry 1:
Formula: C36H67F2N4O7
Source: the OMol25 dataset
Level of theory: wB97M-V/def2-TZVPD

Structure (XYZ):
```
116
Properties=species:S:1:pos:R:3:forces:R:3:mulliken_charge:R:1
C 5.5785 -6.6188 -1.6970 -0.5 1.3 -0.8 -1.017
C 5.2606 -6.0477 -3.1579 -0.1 0.8 0.3 -0.406
C 4.8136 -4.5395 -2.9257 0.1 -2.1 0.9 -0.026
O 4.3493 -3.9223 -4.1652 0.5 -0.2 0.5 -0.420
N 3.6736 -2.7942 -3.8452 -0.5 1.0 0.0 0.420
C 2.2640 -2.7203 -3.8254 0.1 3.9 1.0 -0.194
F 1.4095 -3.7150 -4.1057 1.9 1.4 0.4 -0.243
C 2.0238 -1.3326 -3.4660 -1.2 -2.6 -1.0 0.340
C 0.6050 -0.6959 -3.2879 0.5 0.6 0.8 -0.456
O -0.4595 -1.6018 -3.5946 -0.4 0.7 0.9 -0.441
C -1.6594 -1.1731 -2.9619 -3.2 1.5 1.8 -0.009
C -2.0386 0.2551 -2.8177 -0.7 -1.5 0.7 -0.352
C -3.2776 0.6915 -2.1230 0.2 -1.5 -0.3 0.822
C -3.5004 2.2558 -2.0200 1.3 -1.2 0.2 -1.027
C -4.2269 -0.2933 -1.5678 3.1 -0.2 -1.7 -1.138
C -3.8642 -1.7201 -1.7020 1.0 2.0 -0.7 -0.120
C -2.6118 -2.1503 -2.3629 -0.4 0.7 -0.5 0.460
C -2.2384 -3.6687 -2.4483 0.7 -0.2 1.5 0.746
C -3.3500 -4.6324 -1.8931 -0.5 -0.4 -0.3 -1.553
C -0.9293 -3.8589 -1.5262 0.3 0.0 -0.1 -0.956
N 3.2700 -0.6774 -3.3088 1.0 -2.6 -0.6 0.089
C 3.6128 0.7206 -2.9870 0.7 0.4 1.1 1.207
F 3.7702 1.4047 -4.2070 -0.5 -0.5 1.3 -0.417
C 2.6402 1.4052 -1.9745 -0.9 0.9 -0.8 -0.299
C 3.2867 2.5695 -1.1070 -0.7 -0.1 -1.0 -0.983
C 4.2939 -1.6070 -3.5506 -1.1 -0.5 -0.3 0.405
C 5.8333 -1.4133 -3.5174 -0.1 0.7 0.4 -1.421
C 6.4622 -1.4537 -2.0339 0.1 0.4 -0.8 -0.485
C 7.1262 -0.0544 -1.6494 -0.7 -0.5 0.6 -0.911
C 6.5527 0.4279 -0.2517 1.5 -0.3 -0.1 -0.132
O 7.7071 0.8535 0.5220 -1.2 0.3 -0.1 -0.548
H 6.1137 -7.5998 -1.7238 -0.6 1.0 0.1 0.338
H 6.1843 -5.8050 -1.1914 -0.4 -1.3 -0.3 0.283
H 4.5936 -6.6631 -1.1521 1.1 -0.3 -0.4 0.304
H 4.4237 -6.6033 -3.6635 0.9 0.5 0.5 0.331
H 6.1691 -6.0418 -3.8165 -0.8 -0.2 0.6 0.303
H 3.9372 -4.5734 -2.2212 0.8 0.3 -0.5 0.284
H 5.6816 -3.9987 -2.4636 -0.9 -0.1 -0.6 -0.071
H 0.5054 -0.4161 -2.1920 0.1 -0.1 -1.2 0.495
H 0.4951 0.2430 -3.8986 0.4 -0.9 0.5 0.476
H -1.3621 1.0582 -3.2229 -0.9 -0.9 0.4 0.027
H -3.0030 2.6784 -2.9414 -0.9 -0.1 1.0 0.361
H -2.8853 2.6016 -1.1172 -1.1 -0.2 -1.2 -0.076
H -4.5739 2.5502 -1.9231 1.0 -0.3 -0.1 0.407
H -5.1482 0.0970 -1.0799 0.8 -0.8 -0.4 0.316
H -4.5965 -2.4539 -1.2721 1.1 0.7 -0.6 0.132
H -1.9290 -4.0113 -3.4715 -0.6 0.7 0.7 0.374
H -4.3346 -4.4996 -2.4294 1.0 0.0 0.5 0.396
H -3.0798 -5.7238 -2.0317 0.0 1.3 0.1 0.371
H -3.5533 -4.5103 -0.7909 0.4 0.1 -1.1 0.253
H -1.1996 -4.2270 -0.4926 0.2 0.3 -1.2 0.397
H -0.1934 -4.5722 -2.0018 -0.9 0.5 0.6 0.204
H -0.3740 -2.8884 -1.3864 -0.6 -0.9 -0.2 0.116
H 4.6310 0.6988 -2.4927 -1.0 -0.1 -0.8 -0.608
H 2.0771 0.6594 -1.3380 1.0 0.7 -0.6 0.188
H 1.8378 1.9097 -2.6006 0.8 -0.7 0.6 0.259
H 2.4062 3.1976 -0.7775 1.2 -0.8 0.1 0.168
H 3.8844 2.1699 -0.2486 -0.6 0.6 -0.8 0.278
H 3.8978 3.2412 -1.7828 -0.4 -0.9 0.8 0.354
H 6.0284 -0.3919 -3.9630 -0.2 -1.2 0.4 0.635
H 6.4026 -2.1529 -4.1347 -1.2 0.5 0.2 0.380
H 7.2680 -2.2465 -2.0059 -1.0 0.8 0.0 0.424
H 5.6550 -1.7476 -1.3130 0.8 0.3 -0.5 0.390
H 6.9177 0.7559 -2.3989 0.2 -0.9 0.5 0.400
H 8.2408 -0.1936 -1.6178 -1.1 0.3 0.3 0.508
H 5.8289 1.2717 -0.4203 0.6 -0.8 0.4 -0.053
H 6.0957 -0.4264 0.3202 0.0 0.8 -0.8 0.299
H 7.3685 1.1897 1.3704 0.3 -0.1 -0.4 0.327
C -4.5407 1.3052 5.5675 0.2 0.0 -0.1 -0.662
O -3.7730 0.1166 5.4771 -0.3 0.1 0.2 -0.306
C -4.3945 -1.0139 6.0888 0.3 -0.4 -0.2 -0.838
C -4.8598 -2.0160 5.0375 -0.2 0.4 0.0 -0.126
N -5.9916 -1.4996 4.2713 0.2 -0.1 -0.1 -0.306
C -6.2990 -2.2703 3.0653 0.0 0.2 0.1 -0.981
C -5.2209 -2.3615 1.9795 -0.3 -0.2 -0.2 -0.327
O -4.9518 -1.1330 1.3152 0.2 -0.2 0.3 -0.319
C -4.0511 -0.2762 1.9968 -0.2 0.2 -0.3 -0.257
H -3.9076 2.1394 5.2615 0.0 -0.1 0.0 0.175
H -5.4041 1.2700 4.8966 -0.1 0.1 0.1 0.301
H -4.8751 1.4846 6.5934 -0.1 0.0 -0.1 0.340
H -5.2110 -0.7221 6.7564 0.0 0.1 -0.2 0.392
H -3.6260 -1.4948 6.7014 0.0 0.0 0.0 0.396
H -5.1563 -2.9456 5.5335 0.0 0.0 0.0 0.397
H -4.0026 -2.2313 4.3901 0.2 -0.1 0.1 0.137
H -5.7897 -0.5482 3.9890 0.0 -0.1 0.1 0.070
H -7.1847 -1.8088 2.6194 0.0 -0.1 -0.1 0.408
H -6.5911 -3.2828 3.3633 0.1 0.0 0.0 0.426
H -5.6028 -3.0356 1.2052 0.0 0.1 0.0 0.330
H -4.2921 -2.8185 2.3388 0.1 0.1 0.1 0.357
H -3.2917 -0.8272 2.5563 -0.1 0.0 0.1 0.294
H -4.5986 0.3999 2.6563 0.2 0.0 0.2 0.141
H -3.5470 0.3426 1.2503 0.0 -0.1 -0.1 -0.028
C 0.0501 7.0129 4.3065 0.0 -0.2 0.1 -0.727
O -1.0694 6.1442 4.2528 0.1 0.4 -0.2 -0.317
C -2.1240 6.6211 3.4183 -0.3 -0.4 0.0 -0.836
C -2.2398 5.7791 2.1522 0.3 0.3 0.1 -0.047
N -1.1031 5.9975 1.2596 -0.1 -0.3 0.0 -0.334
C -0.9965 5.0182 0.1781 0.2 0.2 0.2 -0.740
C -0.7969 3.5471 0.5606 -0.1 0.0 -0.4 0.005
O 0.4577 3.2521 1.1469 -0.1 -0.1 0.1 -0.404
C 0.5534 3.5126 2.5398 0.3 0.0 -0.1 -0.628
H 0.7027 6.6720 5.1112 -0.1 0.0 0.0 0.230
H 0.6187 6.9831 3.3722 0.0 0.2 0.0 0.304
H -0.2553 8.0408 4.5224 0.0 0.0 -0.1 0.339
H -2.0150 7.6849 3.1863 0.2 -0.1 -0.1 0.409
H -3.0486 6.5035 3.9913 0.0 0.0 0.0 0.408
H -3.1638 6.0432 1.6280 0.0 0.0 0.0 0.375
H -2.3095 4.7308 2.4628 -0.2 0.0 0.1 0.072
H -0.2481 5.9571 1.8013 -0.1 0.1 0.0 0.119
H -0.1424 5.3240 -0.4339 0.0 -0.1 0.0 0.385
H -1.8838 5.1038 -0.4586 0.0 -0.1 0.1 0.368
H -0.8205 2.9672 -0.3689 0.0 0.0 0.0 0.064
H -1.6130 3.1529 1.1764 0.0 0.1 0.1 0.253
H -0.3910 3.3456 3.0622 0.0 0.1 -0.1 0.266
H 0.9117 4.5293 2.7099 -0.2 0.1 0.2 0.215
H 1.3012 2.8358 2.9574 -0.1 0.0 -0.1 0.297
```
Positions in Å, forces in eV/Å.

Results
energy relative to the best compared isomer or geometry (same formula, charge and spin)	319.1	kJ/mol
orbital gap	7.33	eV
LUMO	-0.1029	Ha
net charge	+1
highest occupied orbital energy	-10.13	eV
E	-2356.79909	Eh
molecular weight	705.95	g mol⁻¹

Entry 2:
Formula: C36H72ClN4O4
Source: the OMol25 dataset
Level of theory: wB97M-V/def2-TZVPD

Structure (XYZ):
```
117
Properties=species:S:1:pos:R:3:forces:R:3:mulliken_charge:R:1
C 11.2935 12.3145 11.5408 1.0 1.3 -0.2 -1.464
C 12.7896 12.7567 11.1095 -2.6 -0.4 0.1 1.390
C 12.9195 12.5797 9.5823 2.0 -0.1 -0.2 -1.146
C 14.2820 13.2197 9.0406 -1.1 -0.3 0.7 -0.844
C 14.1151 14.7061 9.1926 -0.7 0.1 -0.6 -1.102
C 13.8147 15.2232 10.6483 0.4 1.6 -1.2 1.182
N 12.9259 14.2978 11.4385 -1.7 0.9 7.3 0.734
O 12.3513 14.7042 12.6873 3.9 -2.3 -8.6 -0.187
C 13.2237 16.6882 10.6301 -1.0 -1.3 0.5 -1.590
C 15.2044 15.3663 11.3202 0.6 -1.1 2.1 -1.620
C 13.7825 11.8890 11.8999 1.1 1.0 0.7 -1.619
H 11.1234 12.2029 12.6117 0.6 -0.4 0.0 0.184
H 11.0364 11.4126 10.9853 0.1 0.1 0.1 0.359
H 10.6114 13.1282 11.2943 -0.1 -0.1 -0.5 0.428
H 12.0650 12.9569 9.0204 0.0 0.6 0.2 0.444
H 12.8501 11.5051 9.4135 0.4 -0.1 0.1 0.548
H 14.5232 12.9846 8.0039 -0.5 -0.1 -0.1 0.416
H 15.2136 12.9742 9.5505 -0.3 -0.8 0.5 0.370
H 13.3492 15.0131 8.4804 -0.4 0.3 0.3 0.385
H 15.0184 15.1504 8.7745 0.1 0.5 0.7 0.511
H 13.8454 17.3220 9.9977 -0.1 -0.1 0.2 0.417
H 13.0896 17.0599 11.6459 0.7 0.2 0.0 0.400
H 12.1933 16.6470 10.2770 0.1 0.1 -0.6 0.425
H 15.0831 15.5637 12.3853 -0.2 0.2 0.1 0.398
H 15.8822 16.1374 10.9540 -0.8 0.2 -0.6 0.471
H 15.7956 14.4507 11.3080 -0.2 -0.2 -0.3 0.360
H 13.6072 11.9343 12.9747 -0.3 0.1 -0.1 0.445
H 14.8120 12.2222 11.7687 0.0 0.1 -0.2 0.364
H 13.8051 10.8340 11.6268 -0.6 0.2 -0.5 0.396
C 6.3033 8.9164 11.0385 0.9 -0.2 -0.2 -1.536
C 7.2905 8.1083 10.0738 0.1 -1.3 -0.5 1.291
C 6.5720 7.5391 8.8084 1.0 0.9 -0.4 -1.180
C 6.1104 8.6259 7.8708 -1.2 0.8 -0.2 -0.797
C 7.2805 9.4285 7.3198 0.6 -0.4 0.5 -1.081
C 8.2300 10.1106 8.3707 1.8 -1.2 -1.5 1.181
N 8.4016 9.0986 9.5430 4.7 4.3 5.9 0.637
O 9.4479 9.4996 10.4066 -6.9 -3.4 -5.4 -0.275
C 7.7581 11.4764 8.9031 0.6 0.5 0.3 -1.132
C 9.7330 10.2184 7.7229 -0.9 0.9 -0.3 -1.636
C 8.0074 6.9001 10.8125 -1.4 1.9 0.4 -1.594
H 6.8606 9.2016 11.9308 -0.2 0.0 0.1 0.411
H 5.4639 8.2638 11.2784 0.4 -0.5 0.1 0.442
H 5.7658 9.7930 10.6769 0.6 0.1 -0.6 0.365
H 5.7955 6.8081 9.0340 0.1 0.2 0.5 0.461
H 7.3296 7.0323 8.2107 0.1 -0.6 0.3 0.372
H 5.3240 9.2522 8.2919 0.1 0.2 0.4 0.328
H 5.5870 8.2000 7.0148 0.2 -0.3 -0.1 0.477
H 6.9682 10.1247 6.5414 0.1 0.3 0.3 0.504
H 7.8780 8.6789 6.8010 0.3 0.1 -0.1 0.356
H 6.9973 11.4673 9.6836 -0.1 -0.3 -0.3 0.284
H 7.4586 12.1183 8.0746 -0.5 -0.5 -0.3 0.414
H 8.5782 12.0770 9.2965 0.4 -0.5 0.4 0.190
H 10.5347 10.5806 8.3665 -0.4 -0.5 0.6 0.272
H 9.7607 10.9991 6.9627 -0.8 0.3 -0.1 0.503
H 10.0738 9.3715 7.1273 -0.3 -0.5 0.6 0.445
H 7.1875 6.3588 11.2845 -0.1 -0.2 -0.2 0.444
H 8.5319 7.3370 11.6622 0.6 -0.4 -0.2 0.395
H 8.5462 6.2270 10.1455 0.2 0.4 0.2 0.430
C 7.1908 6.8358 18.6127 0.7 0.3 -1.2 -1.470
C 7.2986 8.2515 17.8633 -0.8 1.8 0.3 1.193
C 8.2295 9.3282 18.5815 -0.7 -0.1 -0.9 0.096
C 9.6914 9.1373 18.3205 1.2 -0.7 0.8 -0.944
C 10.0588 7.8721 17.5346 -0.7 0.4 1.0 -1.487
C 9.3153 7.8024 16.1824 2.5 -0.4 -0.2 1.236
N 7.8497 8.0438 16.3916 -4.2 -5.7 -4.1 0.934
O 6.9948 7.4508 15.4089 5.5 4.3 6.5 -0.247
C 9.6348 6.3420 15.6307 -2.4 0.9 0.5 -1.350
C 9.9057 8.9160 15.3142 -0.5 0.2 -0.7 -1.111
C 5.9066 8.9049 17.7403 0.3 -0.1 -0.7 -1.333
H 8.1194 6.5531 19.1087 0.0 0.1 -0.2 0.318
H 6.9288 6.0843 17.8679 0.1 -0.1 0.0 0.352
H 6.4033 6.7718 19.3636 -0.1 0.8 -0.1 0.443
H 7.9554 9.4882 19.6243 -0.1 -0.9 0.1 0.687
H 8.0829 10.3398 18.2030 -1.0 -0.2 -0.5 -0.666
H 10.2581 9.1348 19.2517 0.0 -0.1 0.0 0.444
H 10.0382 10.0225 17.7875 0.3 -0.2 -0.1 0.258
H 9.8723 6.9320 18.0537 -0.4 0.2 0.4 0.420
H 11.1487 7.8717 17.5161 0.0 0.0 -1.2 0.584
H 9.3017 6.2086 14.6015 0.6 0.1 -0.1 0.254
H 8.9096 5.7740 16.2134 0.3 -0.7 0.0 0.438
H 10.6370 5.9993 15.8886 -0.1 0.4 -0.3 0.367
H 9.8145 9.8525 15.8644 -0.2 0.1 -0.6 0.054
H 9.3797 8.9392 14.3598 -0.2 0.4 0.1 0.036
H 10.9594 8.7605 15.0824 0.0 -0.4 0.4 0.382
H 5.4591 8.8356 18.7317 -0.3 0.1 -0.3 0.452
H 5.2941 8.4974 16.9360 -0.1 -0.7 0.5 0.403
H 6.0017 9.9323 17.3888 0.2 0.2 0.4 0.131
C 9.3819 14.0341 14.0688 0.6 -1.0 0.3 -2.264
C 8.8234 14.8718 15.2202 -0.7 0.8 -0.8 1.432
C 7.7134 15.8709 14.6951 -0.7 -1.5 -0.6 -0.982
C 6.6671 16.3533 15.6751 0.9 1.2 2.3 -1.095
C 6.1091 15.2869 16.6489 0.5 -0.9 -0.8 -1.141
C 7.2146 14.3799 17.3167 -2.0 -1.5 0.1 1.223
N 8.2850 13.9743 16.3209 6.9 -2.8 4.2 1.095
O 9.2495 13.1264 16.8353 -6.2 4.5 -3.4 -0.287
C 6.5940 13.0318 17.8183 -0.6 -0.1 -0.7 -1.763
C 7.8196 15.0546 18.5462 0.9 1.5 -0.6 -1.582
C 9.9985 15.7210 15.8352 0.3 -0.4 0.5 -1.597
H 10.2400 13.4501 14.4017 0.3 0.3 0.3 0.576
H 9.7409 14.6682 13.2582 -0.3 0.2 0.1 0.417
H 8.7515 13.2249 13.7001 -0.8 0.4 0.0 0.389
H 7.0701 15.4332 13.9317 0.7 -0.7 -0.5 0.419
H 8.2765 16.6582 14.1939 -0.2 0.2 0.3 0.526
H 5.8744 16.9697 15.2510 -0.1 -0.5 -0.5 0.476
H 7.1916 17.1065 16.2631 -0.1 0.2 0.6 0.376
H 5.3801 14.6489 16.1492 0.3 -0.4 -0.5 0.458
H 5.4584 15.6686 17.4357 0.6 0.5 0.2 0.535
H 6.4012 12.3841 16.9630 0.4 -0.2 -0.2 0.257
H 5.5887 13.1691 18.2164 0.1 0.6 0.3 0.484
H 7.1844 12.5124 18.5730 0.2 0.3 -0.2 0.435
H 8.6052 14.5047 19.0643 -0.3 -0.2 -0.1 0.364
H 7.0177 15.3796 19.2091 -0.1 -0.6 0.0 0.409
H 8.2404 16.0045 18.2163 0.3 0.1 0.1 0.437
H 10.7915 15.1274 16.2901 -0.3 -0.6 0.1 0.369
H 9.6924 16.4247 16.6092 -0.3 0.1 -0.3 0.370
H 10.5428 16.2453 15.0498 -0.6 0.2 -0.3 0.463
Cl 6.9801 11.0806 14.5284 0.4 0.1 0.2 -0.697
```
Positions in Å, forces in eV/Å.

Results
energy relative to the best compared isomer or geometry (same formula, charge and spin)	674.6	kJ/mol
orbital gap	3.67	eV
LUMO	-0.3981	Ha
net charge	+3
highest occupied orbital energy	-14.50	eV
E	-2393.54970	Eh
molecular weight	660.45	g mol⁻¹